No. 1
DFT (the ωB97M-V functional and the def2-TZVPD basis) results for one molecule with the formula C3H7NO.

The LUMO energy is 0.9 eV. The largest force on an atom is 0.38 eV/A. Its electronic energy is -248.51788 a.u. As for the energy above the lowest of the compared OMol25 structures with the same formula, charge and spin: 5.40 kcal per mole. The calculation puts the HOMO energy at -0.3555 Ha. The frontier orbital gap comes out at 0.38824 Ha.

ORCA input file:
```
! RIJCOSX wB97M-V def2-TZVPD def2/J DEFGRID3
* xyz 0 1
C 0.335 1.425 -1.224
N 0.167 0.138 -0.588
C -0.271 -0.032 0.691
C -0.285 -1.485 1.143
O -0.620 0.887 1.412
H 0.395 2.191 -0.448
H -0.496 1.673 -1.895
H 1.264 1.428 -1.803
H 0.410 -0.690 -1.104
H -1.313 -1.862 1.143
H 0.092 -1.535 2.166
H 0.323 -2.137 0.508
*
```

Atom charges from the Mulliken analysis, given in e for atoms 1 to 2: C -0.83; N -0.19

No. 2
DFT (the ωB97M-V functional and the def2-TZVPD basis) results for a 2-piece molecular cluster, C3H7NO overall at a distorted geometry.

The LUMO energy is 0.8 eV. The largest force on an atom is 3.46 eV/A. Its electronic energy is -248.40080 a.u. As for the energy above the lowest of the compared OMol25 structures with the same formula, charge and spin: 78.88 kcal per mole. The calculation puts the HOMO energy at -0.3497 Ha. The frontier orbital gap comes out at 0.38033 Ha.

ORCA input file:
```
! RIJCOSX wB97M-V def2-TZVPD def2/J DEFGRID3
* xyz 0 1
C -1.602 0.416 1.225
N -0.844 0.226 0.230
C -1.361 0.947 -1.004
H -1.267 -0.018 2.170
H -2.301 1.265 1.342
H -1.664 0.325 -1.844
H -0.561 1.597 -1.359
H -2.141 1.633 -0.637
C 2.935 -1.555 -0.169
O 1.865 -1.055 0.025
H 3.065 -2.682 -0.191
H 3.875 -1.099 0.212
*
```

Atom charges from the Mulliken analysis, given in e for atoms 1 to 2: C -0.34; N -0.11

No. 3
DFT (the ωB97M-V functional and the def2-TZVPD basis) results for a 2-piece molecular cluster, C3H7NO overall at a distorted geometry.

The LUMO energy is 1.0 eV. The largest force on an atom is 4.62 eV/A. Its electronic energy is -248.43985 a.u. As for the energy above the lowest of the compared OMol25 structures with the same formula, charge and spin: 54.37 kcal per mole. The calculation puts the HOMO energy at -0.3648 Ha. The frontier orbital gap comes out at 0.39981 Ha.

ORCA input file:
```
! RIJCOSX wB97M-V def2-TZVPD def2/J DEFGRID3
* xyz 0 1
N -1.633 -2.598 -0.872
C -1.008 -3.268 0.132
O -0.105 -2.751 0.766
H -1.352 -1.685 -1.032
H -2.403 -2.829 -1.336
H -1.325 -4.322 0.583
C 0.918 2.619 0.675
C 1.656 3.319 -0.153
H 1.109 1.510 0.782
H 0.058 2.861 1.372
H 2.629 2.848 -0.410
H 1.453 4.295 -0.508
*
```

Atom charges from the Mulliken analysis, given in e for atoms 1 to 2: N -0.31; C 0.18

No. 4
DFT (the ωB97M-V functional and the def2-TZVPD basis) results for one molecule with the formula C3H7NO at a distorted geometry.

The LUMO energy is 0.2 eV. The largest force on an atom is 1.57 eV/A. Its electronic energy is -248.41277 a.u. As for the energy above the lowest of the compared OMol25 structures with the same formula, charge and spin: 71.36 kcal per mole. The calculation puts the HOMO energy at -0.3334 Ha. The frontier orbital gap comes out at 0.33890 Ha.

ORCA input file:
```
! RIJCOSX wB97M-V def2-TZVPD def2/J DEFGRID3
* xyz 0 1
C -0.206 -0.836 1.167
C -0.234 -0.698 -0.357
C 0.353 0.624 -0.883
N -0.382 1.787 -0.463
O 0.252 2.695 0.027
H -0.214 -1.883 1.448
H 0.714 -0.398 1.555
H -1.045 -0.326 1.632
H -1.257 -0.812 -0.715
H 0.374 -1.488 -0.803
H 1.418 0.715 -0.638
H 0.225 0.621 -1.971
*
```

Atom charges from the Mulliken analysis, given in e for atoms 1 to 2: C -1.11; C -0.40

No. 5
DFT (the ωB97M-V functional and the def2-TZVPD basis) results for one molecule with the formula C3H7NO.

The LUMO energy is 0.9 eV. The largest force on an atom is 0.34 eV/A. Its electronic energy is -248.48425 a.u. As for the energy above the lowest of the compared OMol25 structures with the same formula, charge and spin: 26.51 kcal per mole. The calculation puts the HOMO energy at -0.2864 Ha. The frontier orbital gap comes out at 0.31993 Ha.

ORCA input file:
```
! RIJCOSX wB97M-V def2-TZVPD def2/J DEFGRID3
* xyz 0 1
C -1.722 0.073 0.174
C -0.391 -0.526 -0.188
C 0.790 0.089 -0.003
N 1.946 -0.166 -0.708
O 0.994 1.132 0.856
H -2.305 -0.515 0.895
H -1.613 1.088 0.576
H -2.337 0.168 -0.730
H -0.392 -1.438 -0.779
H 1.888 -0.863 -1.431
H 2.818 -0.111 -0.207
H 0.323 1.068 1.547
*
```

Atom charges from the Mulliken analysis, given in e for atoms 1 to 2: C -1.08; C -0.38

No. 6
DFT (the ωB97M-V functional and the def2-TZVPD basis) results for one molecule with the formula C3H7NO at a distorted geometry.

The LUMO energy is 0.9 eV. The largest force on an atom is 3.69 eV/A. Its electronic energy is -248.42919 a.u. As for the energy above the lowest of the compared OMol25 structures with the same formula, charge and spin: 61.06 kcal per mole. The calculation puts the HOMO energy at -0.3278 Ha. The frontier orbital gap comes out at 0.36225 Ha.

ORCA input file:
```
! RIJCOSX wB97M-V def2-TZVPD def2/J DEFGRID3
* xyz 0 1
O -1.517 -0.233 -1.172
C -0.570 -0.615 -0.196
C -0.405 0.286 0.978
N 0.866 0.816 0.444
C 0.827 -0.164 -0.668
H -1.357 0.734 -1.241
H -0.619 -1.730 0.007
H -1.188 1.139 1.121
H -0.257 -0.274 1.990
H 1.776 0.720 1.030
H 0.822 0.255 -1.765
H 1.622 -0.933 -0.528
*
```

Atom charges from the Mulliken analysis, given in e for atoms 1 to 2: O -0.56; C 0.09

No. 7
DFT (the ωB97M-V functional and the def2-TZVPD basis) results for one molecule with the formula C3H7NO at a distorted geometry.

The LUMO energy is 0.7 eV. The largest force on an atom is 5.18 eV/A. Its electronic energy is -248.43375 a.u. As for the energy above the lowest of the compared OMol25 structures with the same formula, charge and spin: 58.20 kcal per mole. The calculation puts the HOMO energy at -0.3261 Ha. The frontier orbital gap comes out at 0.35193 Ha.

ORCA input file:
```
! RIJCOSX wB97M-V def2-TZVPD def2/J DEFGRID3
* xyz 0 1
N 1.650 0.750 -0.608
C 0.422 -0.044 -0.569
C -0.622 0.324 0.432
C -1.605 -0.726 0.803
O -1.241 -1.933 0.606
H 2.202 0.648 0.179
H 2.275 0.588 -1.374
H 0.103 -0.025 -1.643
H 0.917 -0.966 -0.171
H -1.294 1.123 0.109
H -0.077 0.594 1.309
H -2.728 -0.332 0.925
*
```

Atom charges from the Mulliken analysis, given in e for atoms 1 to 2: N -0.63; C -0.18

No. 8
DFT (the ωB97M-V functional and the def2-TZVPD basis) results for a 2-piece molecular cluster, C3H7NO overall.

The LUMO energy is 0.4 eV. The largest force on an atom is 0.39 eV/A. Its electronic energy is -248.31258 a.u. As for the energy above the lowest of the compared OMol25 structures with the same formula, charge and spin: 134.23 kcal per mole. The calculation puts the HOMO energy at -0.2875 Ha. The frontier orbital gap comes out at 0.30200 Ha.

ORCA input file:
```
! RIJCOSX wB97M-V def2-TZVPD def2/J DEFGRID3
* xyz 0 1
C 1.791 0.158 -0.423
O 0.610 0.785 -0.030
H -0.715 1.199 -0.468
H 1.893 -0.810 0.094
H 2.666 0.767 -0.161
H 1.829 -0.044 -1.505
N -1.622 0.685 -0.067
C -0.823 -0.403 0.456
C -0.904 -1.546 0.918
H -2.301 0.370 -0.757
H -2.095 1.213 0.665
H -0.331 -2.374 1.278
*
```

Atom charges from the Mulliken analysis, given in e for atoms 1 to 2: C -0.56; O -0.66

No. 9
DFT (the ωB97M-V functional and the def2-TZVPD basis) results for one molecule with the formula C3H7NO.

The LUMO energy is 0.7 eV. The largest force on an atom is 0.48 eV/A. Its electronic energy is -248.39758 a.u. As for the energy above the lowest of the compared OMol25 structures with the same formula, charge and spin: 80.89 kcal per mole. The calculation puts the HOMO energy at -0.2422 Ha. The frontier orbital gap comes out at 0.26785 Ha.

ORCA input file:
```
! RIJCOSX wB97M-V def2-TZVPD def2/J DEFGRID3
* xyz 0 1
C -1.476 0.126 -0.101
C -0.379 -0.741 0.485
C 0.649 0.255 0.132
O 0.650 1.472 0.655
N 1.640 -0.001 -0.709
H -2.367 0.178 0.524
H -0.360 1.577 0.670
H -1.710 -0.125 -1.136
H -0.164 -1.737 0.065
H -0.444 -0.824 1.576
H 1.787 -0.937 -1.054
H 2.174 0.758 -1.106
*
```

Atom charges from the Mulliken analysis, given in e for atoms 1 to 2: C -1.27; C 0.03

Q: Look up the energy above the lowest of the compared OMol25 structures with the same formula, charge and spin of the eighth one.
A: 134.23 kcal per mole